No. 1
C5H9NS in the gas phase, computed with ωB97M-V with the def2-TZVPD basis set.

Summary:
* E_tot: -648.768302 Ha
* HOMO level: -8.6 eV
* HOMO-LUMO gap: 8.3 eV
* charge: 0
* ΔE to the lowest compared entry with this formula, charge and spin: 222.77 kJ/mol
* SMILES: CC[C@@H]1NCC1=S

Cartesian coordinates (Å):
C 1.25774 -0.40602 -0.18271
H 0.91094 2.13938 0.98633
H -0.06671 0.09464 1.34364
H 2.90185 0.95631 0.57646
H -2.18005 -0.76040 1.17026
H -2.76645 -1.50427 -0.29188
H -1.87307 0.85378 -0.56892
N 0.80921 1.69570 0.00296
S 1.74755 -1.92551 -0.04041
C -1.86315 -1.09941 0.12156
C 2.03554 0.85589 -0.20294
C -1.21776 0.00240 -0.55829
H 2.45400 1.02027 -1.19386
H -1.14483 -1.97309 0.21516
H -1.04914 -0.35652 -1.58986
C 0.04433 0.40686 0.21252



No. 2
C2H2IrO4 as an isolated structure, computed with ωB97M-V with the def2-TZVPD basis set.

Summary:
* E_tot: -482.151423 Ha
* HOMO level (spin up / spin down): -14.5 / -15.6 eV
* 2S+1: 5
* HOMO-LUMO gap (spin up / spin down): 7.7 / 6.7 eV
* charge: +1
* ΔE to the lowest compared entry with this formula, charge and spin: 12.33 kJ/mol

Cartesian coordinates (Å):
H 1.07379 -1.84771 -1.16271
O -2.76583 0.64402 -0.00960
C 1.25049 -1.26043 -0.24563
H 1.34135 -1.82587 0.69681
O -0.74103 0.10223 0.81712
O -0.98710 1.99103 -0.29677
C -1.58332 0.92933 0.18273
O 1.71659 -0.09653 -0.31260
Ir 0.69505 1.36392 0.33066



No. 3
C20H52ClN6O12P2Zn as an isolated structure, computed with ωB97M-V with the def2-TZVPD basis set.

Summary:
* E_tot: -4946.528697 Ha
* HOMO level: -11.3 eV
* HOMO-LUMO gap: 7.8 eV
* charge: +1

Cartesian coordinates (Å):
C -29.75010 9.62528 -23.49425
P -27.34263 10.79985 -22.81690
C -24.06545 21.45490 -17.58459
C -29.73473 11.89724 -22.59040
C -23.39112 11.47784 -24.92627
H -24.37303 16.35497 -25.12695
H -30.26047 11.46652 -21.73287
O -22.49132 14.40873 -20.35895
H -25.20859 9.60407 -20.21457
N -23.30000 14.69529 -25.83058
H -24.53390 11.65023 -28.11711
C -26.31054 8.35454 -23.53851
H -24.14831 11.52135 -24.13843
C -26.75307 10.02351 -25.33253
H -27.71452 8.75978 -19.72391
H -24.92420 21.56059 -18.24543
H -21.29705 17.03226 -20.56549
H -23.37119 16.75350 -26.52541
O -22.17266 19.47017 -21.36293
H -26.81676 12.78552 -28.44979
C -26.77305 13.50933 -27.63653
H -22.63648 16.53817 -25.01687
O -26.67286 14.08506 -18.61691
H -30.37893 9.94110 -24.32919
C -20.76556 17.69530 -19.87717
H -23.83257 14.71572 -28.57438
C -25.30092 14.60766 -18.65140
H -27.77315 9.88528 -25.71035
C -27.88364 9.10635 -20.74583
H -28.89046 9.51417 -20.59423
H -21.82056 13.27008 -26.36627
C -23.43599 16.12067 -25.63397
H -22.47852 11.94611 -24.55989
H -23.28615 10.40179 -25.06159
H -28.92625 13.15679 -17.48312
H -26.22319 10.88781 -19.63035
H -30.43860 12.35077 -23.29004
H -29.13836 8.80166 -23.85857
H -23.30569 10.61947 -27.26650
O -24.18793 13.78801 -21.89452
H -24.35819 21.17779 -16.57200
H -25.41386 14.86383 -29.22626
P -24.72220 13.70932 -25.81722
H -27.46962 14.32529 -27.83988
H -23.46170 19.47791 -17.71745
C -27.27056 13.74270 -19.74396
C -24.86106 14.92680 -28.28867
C -23.04662 20.43635 -18.03954
O -28.48397 13.27576 -19.54401
C -22.21894 19.54553 -20.15222
H -20.00614 18.11876 -20.53726
H -25.04452 15.93879 -27.92537
H -23.97659 15.33343 -17.20196
H -20.43683 17.05234 -19.06489
N -26.69710 9.71877 -23.90181
H -22.13149 20.57099 -17.46259
Cl -22.81168 14.17857 -21.74620
N -26.98343 10.07064 -21.30477
H -24.75366 13.74264 -19.01991
C -25.80802 10.45381 -20.54636
H -25.68249 8.36887 -22.64861
C -21.98042 14.34618 -26.36660
O -26.87228 13.91609 -20.88478
O -25.57789 13.91350 -24.60374
N -28.98356 10.82980 -23.22120
H -22.82096 12.14147 -27.77542
C -23.71119 11.62164 -27.40640
H -29.33088 14.68316 -18.20882
H -26.54231 11.07082 -25.53525
H -25.63165 15.85831 -16.82823
H -21.70543 14.77389 -27.33346
H -27.22670 13.03915 -26.76056
H -25.24463 11.14985 -21.16453
Zn -26.10387 14.14248 -22.72178
N -24.02878 12.15450 -26.09592
H -26.13001 9.26627 -25.80262
H -29.09134 12.68225 -22.19428
C -29.27427 13.61557 -18.41124
O -22.68530 15.40210 -22.53718
H -30.32094 9.28000 -22.63112
H -25.20029 14.25904 -16.47693
H -27.17829 7.71534 -23.36774
H -25.67516 7.93517 -24.31762
O -21.55871 18.70622 -19.34918
H -30.23358 13.12837 -18.56958
H -28.01544 8.17962 -21.31046
H -21.19851 14.71082 -25.69559
O -22.89862 20.46072 -19.45277
O -26.62993 12.09894 -22.94221
N -25.48357 14.11260 -27.23327
O -22.01054 13.10809 -22.20541
H -23.61432 22.44603 -17.50798
C -25.02689 15.03971 -17.21843
H -25.22442 15.48462 -19.29282



No. 4
C15H30NO10PbS as an isolated structure, computed with ωB97M-V with the def2-TZVPD basis set.

Summary:
* E_tot: -1987.236509 Ha
* HOMO level (spin up / spin down): 5.6 / 4.1 eV
* 2S+1: 2
* HOMO-LUMO gap (spin up / spin down): 2.2 / 3.7 eV
* charge: -4

Cartesian coordinates (Å):
H -1.92757 -7.22799 0.01497
O -3.95429 3.02203 1.82708
H 0.89412 -0.03152 3.32830
O -3.49188 4.45169 -0.10323
H 3.49653 1.01298 -1.93506
H -1.96123 -1.61941 2.20588
H 4.17659 0.40840 1.47931
H 1.24006 2.60754 2.55804
H -1.34324 -0.56755 -3.46008
C 1.34699 2.85301 -1.65587
H 2.73357 2.01674 3.32911
H 1.23491 2.23346 -2.54565
O -1.43044 -4.04586 -0.32596
O -1.87803 2.74201 0.63608
H -2.29067 -5.71207 -2.88899
H -0.58177 -5.70401 -1.26021
C 2.21233 2.14779 2.38081
C 0.77883 0.19906 2.26922
H 3.05071 4.17956 2.21942
C -2.87404 -1.04812 2.37468
O -2.15456 -3.72024 -2.34334
O -1.36312 -1.91628 -1.26465
H 3.96342 2.80438 -1.88590
O -3.95401 2.14115 -0.29962
C -1.76366 0.33902 -3.89535
C -1.67113 -3.09706 -1.26661
H 3.15820 4.29587 -0.18976
H 4.15044 2.97540 1.58738
H -3.66394 -1.70542 2.73817
C 2.28400 2.30309 -0.63172
H 1.56371 3.98784 0.51613
H -2.70224 0.00893 -4.34058
H -3.56623 -5.07688 -1.87091
O -1.90024 1.35194 -2.96776
O -3.16642 -0.19356 1.31282
H -2.57052 -0.40927 3.20405
H -0.07584 0.86827 2.17034
H -1.23163 0.51721 -4.82985
C -2.05583 -6.17673 0.27279
C 3.09927 3.25939 1.63714
H 1.76638 3.74679 -2.11778
O 1.20679 0.06097 -0.63475
H 3.04817 -0.90141 1.06485
C -2.48683 -5.08051 -2.02252
S -3.29038 3.13330 0.52306
H -3.13179 -6.04156 0.38303
H 4.40085 1.60218 -0.63810
C -1.54412 -5.33947 -0.90090
N 1.58972 1.26501 0.17337
H 0.34377 3.08254 -1.29679
C 2.52211 3.53490 0.26235
H 3.35423 -0.27609 2.71321
H -1.51911 -6.07803 1.21634
Pb -1.36885 0.69918 -0.45998
C 3.63268 1.91849 -1.34377
C 3.18670 -0.00588 1.67061
H 0.50588 -0.68829 1.69808
C 1.97264 0.89308 1.60904



No. 5
C30H32BaN9S3Si as an isolated structure, computed with ωB97M-V with the def2-TZVPD basis set.

Summary:
* E_tot: -3165.013973 Ha
* HOMO level: -4.5 eV
* HOMO-LUMO gap: 5.9 eV
* charge: -1
* ΔE to the lowest compared entry with this formula, charge and spin: 130.44 kJ/mol

Cartesian coordinates (Å):
H 2.74910 -3.60588 2.93379
C 4.17806 -2.32351 0.37188
H -7.07465 3.35316 1.81916
S -3.52108 5.16833 0.02714
H -1.30426 -5.10990 -3.14040
N 3.12035 4.32345 3.11345
C 2.07338 -3.73363 2.08313
Ba -0.01852 -0.15849 -1.12765
H 5.05599 2.74606 -0.33959
H -3.42231 1.45977 2.93387
C -6.55946 0.86058 4.06326
N 1.25436 -2.41862 -0.50694
H 1.04587 -0.59965 2.07500
H 1.04725 -3.69818 2.45782
C 3.19915 1.84998 -0.87950
H 4.00348 4.71502 2.84309
C -5.18221 2.49644 2.31205
C -1.79453 -1.83500 -3.82808
C 2.46144 3.56184 2.21076
H 2.23564 -4.72825 1.66623
C 0.60385 2.49371 1.56019
H -0.82652 -3.01466 -2.03679
H 5.00832 0.10175 -3.73561
H 2.71811 -0.72874 2.61686
H -3.44512 -0.68966 -2.86295
C 2.46249 2.40839 0.29754
H -1.11832 2.60458 2.53692
H 0.37291 0.60752 -4.44550
S -1.57278 3.21645 -1.18349
C 4.52982 0.62367 -2.91969
H -4.64737 0.00092 4.52290
H 6.28990 1.63940 -2.21714
H 4.34534 -1.60082 -0.43415
C -2.88796 3.53680 -0.14575
H 0.20091 -2.06565 -4.76208
C 1.68933 -5.89606 -1.80163
H 2.41701 -6.69880 -1.74585
H -8.31900 1.88752 3.38984
C -1.63390 0.41806 -3.50351
N 2.50971 1.05346 -1.70034
N -3.46628 2.69531 0.66147
H -2.17439 -2.84692 -3.83543
N 3.14860 3.18417 1.12126
H 4.57094 -3.28484 0.03552
C -4.63285 4.65228 1.25754
C -4.49099 1.55857 3.06135
C 0.51425 -6.07516 -2.51763
C -0.11259 -3.81971 -1.93437
C -5.18352 0.73760 3.93899
H 2.89127 -4.59937 -0.61359
H 4.76918 -2.00375 1.23555
H 2.58269 4.76009 3.83974
H -1.85669 1.42714 -3.19500
H -1.25071 2.09860 0.92883
H 0.30568 -7.01087 -3.02060
N -0.67656 2.11828 1.77161
C -0.54606 -1.42437 -4.31457
C -6.55926 2.61646 2.41773
H -7.09990 0.22112 4.74963
S -5.71571 5.64294 2.04514
N 1.20342 3.23890 2.48880
C 5.22969 1.47215 -2.07805
C -7.24412 1.79772 3.30102
C 4.55492 2.09507 -1.03970
C -2.45597 -0.71225 -3.30120
N -4.46322 3.32157 1.39826
N 1.20186 2.03536 0.44389
C 1.95542 -4.70005 -1.15045
H 2.36158 0.09865 1.11853
C -0.44190 -0.02953 -4.11826
C -0.38259 -5.01271 -2.57712
H 2.58227 -0.19538 -3.31911
C 1.05128 -3.61570 -1.17699
Si 2.33664 -2.36878 0.80995
C 3.17488 0.45677 -2.68369
C 2.07491 -0.75072 1.73273



No. 6
A 2-piece molecular cluster, C5H8NOS overall, computed with ωB97M-V with the def2-TZVPD basis set.

Summary:
* E_tot: -723.095646 Ha
* HOMO level: -13.8 eV
* HOMO-LUMO gap: 7.8 eV
* charge: +1
* ΔE to the lowest compared entry with this formula, charge and spin: 419.32 kJ/mol

Cartesian coordinates (Å):
H 3.25317 1.34527 1.13583
H 0.73780 -1.27313 -1.42758
S 2.78178 -0.42498 -0.50180
O -0.75118 1.52002 -1.37693
C 1.11322 -0.67379 -0.55948
H -1.77875 -1.34124 -1.12692
H -1.67089 1.14866 -1.67954
H -1.43564 0.72310 1.02541
C 1.19491 0.89803 1.05560
H -1.61084 -2.10002 0.42679
C -0.98239 -0.01963 0.36195
C -1.79156 -1.15330 -0.08081
H -2.85112 -1.04532 0.02443
H 0.82461 1.74106 1.58872
N 0.42340 -0.04353 0.35575
C 2.54349 0.69879 0.77856



No. 7
An isolated ion of composition C14H18N3O and charge +1, computed with ωB97M-V with the def2-TZVPD basis set.

Summary:
* E_tot: -783.541471 Ha
* HOMO level: -12.9 eV
* HOMO-LUMO gap: 10.0 eV
* charge: +1
* ΔE to the lowest compared entry with this formula, charge and spin: 0.00 kJ/mol
* SMILES: C=CCN1C(=O)CN=C1[NH2+]c1cc(C)cc(C)c1

Cartesian coordinates (Å):
H 0.42253 -3.09691 -3.60795
C -0.36623 0.25720 -0.91700
N -0.71883 2.58455 1.41554
O 0.65197 0.94092 4.22574
H -1.18312 -1.72758 -0.88977
H 2.31205 -1.10773 -3.25481
C 0.16400 1.34168 3.21577
H 0.06659 -1.20323 3.21688
N -1.39835 0.79414 0.00649
H -0.73539 3.31610 3.37107
H -3.74873 -1.49090 1.91538
N -0.33002 0.51061 2.18828
C -1.65743 -1.56546 2.01344
H -0.22833 -3.57217 -2.03704
H -1.90368 1.56997 -0.44490
H -2.93623 0.09548 2.30632
C -0.40379 -1.07976 -1.26366
H 0.84156 3.31260 2.59994
H -1.60545 -2.62965 1.83159
C -0.08706 2.74625 2.70134
H 0.40069 -1.31109 1.48264
C 0.57156 -1.58387 -2.12051
H 2.59283 2.51459 -2.35452
C 0.60742 1.11711 -1.38844
H 1.51940 -3.48481 -2.29541
C -2.82921 -0.94878 2.05003
C 2.65464 1.51884 -2.78333
C 0.56476 -3.01860 -2.53138
C 1.58962 0.62508 -2.24310
H 3.63919 1.10522 -2.57440
H -2.05784 0.03040 0.27781
C 1.55344 -0.72052 -2.59146
C -0.31367 -0.93095 2.22393
H 2.55883 1.60017 -3.86499
H 0.60329 2.15593 -1.09550
C -0.81101 1.33514 1.21595



No. 8
C19H40CeNOP3 as an isolated structure, computed with ωB97M-V with the def2-TZVPD basis set.

Summary:
* E_tot: -2376.070490 Ha
* HOMO level (spin up / spin down): -16.9 / -16.7 eV
* 2S+1: 2
* HOMO-LUMO gap (spin up / spin down): 6.0 / 5.0 eV
* charge: +3

Cartesian coordinates (Å):
Ce -1.04360 0.75865 -0.50493
H 0.02630 3.94506 -1.64796
H 1.29822 -2.55125 2.72602
H 2.94244 -0.70810 -0.10797
H -3.30318 -0.98055 -5.85062
H -1.89952 -2.10153 -2.88385
C -1.13507 0.71747 -3.83518
H -0.36594 -2.56941 2.07581
H 2.43546 -0.11494 3.14586
C -1.14750 -1.09444 -5.90082
H -2.66231 -4.32679 -0.06351
H 1.05306 1.01315 3.11878
H 1.02672 0.70164 -3.96255
C 2.08193 3.72867 0.82513
H -3.23401 0.91684 -4.10735
H 3.54297 1.16165 -0.14481
C -1.82360 0.98054 2.98131
C 0.42829 -1.92819 2.48204
H -0.23517 -4.12348 -1.92407
H 1.35604 4.55092 0.87764
H -0.89700 2.83983 -7.42788
C -1.84440 2.30857 -7.21890
C 0.13482 -3.36609 -1.22036
H 3.04325 4.11246 0.46092
H -2.58637 3.68572 -5.79981
C -2.18908 1.10084 4.37416
H 0.05541 -1.46356 3.40537
P 1.45708 2.45453 -0.32841
H -1.11729 -1.85093 -6.69465
C -2.74550 2.76707 -6.36503
C -2.35880 0.38704 -4.46052
C 2.40247 -1.42574 0.51796
N -1.60297 0.93586 1.83985
C 0.09750 0.34901 -4.42228
H -2.68372 -3.52141 -2.10682
H -3.72624 2.28093 -6.32994
H 0.99694 -1.00953 -5.88792
H 2.40710 1.24615 1.99309
H 2.10173 -2.26743 -0.11325
C -2.36536 -0.59268 -5.43252
P 0.94980 -0.62221 1.30227
C 0.08374 -0.59955 -5.44445
H 1.01235 2.89736 -2.69984
C -1.99832 -3.69110 0.53739
H 2.21639 3.31631 1.83311
H 0.81009 -2.68429 -1.74851
H -3.14855 1.62455 4.49586
H 0.67434 -3.87284 -0.40989
H -2.28471 0.11318 4.84537
H -1.22123 -4.32103 0.99226
H 0.42317 -0.07119 -1.58410
H -2.06302 1.41610 -7.85300
H 1.76741 4.29983 -1.86031
H 3.05754 -1.78869 1.31895
C 3.06014 1.76883 -0.92032
H -2.59038 -3.21521 1.32953
H -3.29526 -1.86743 -1.78016
H 3.73520 2.59468 -1.18007
H 2.87969 1.14411 -1.80564
C -2.39802 -2.47065 -1.97592
C 1.02174 3.49706 -1.77890
C 1.79128 0.49155 2.49610
O -1.16549 1.23229 -2.61086
P -1.26728 -2.38646 -0.53556
H -1.42694 1.66527 4.92852